1.
ORCA calculation (ωB97M-V/def2-TZVPD) on a 3-piece molecular cluster, C21H51N8O5P2 overall in a non-equilibrium geometry.

Calculated values
Spin multiplicity   1
Strongest force on any atom   8.13 eV/A
Total charge   +1
Frontier orbital gap   0.1982 Eh
E_HOMO   -0.33519 Eh
Electronic energy   -63323.312 eV
LUMO level   -3.727 eV

Last columns: bonded neighbours and bond lengths (Å).
CARTESIAN COORDINATES (ANGSTROEM)
1 O 2.2590 0.6527 -1.7276  C2 1.264
2 C 2.3781 1.8903 -1.9559  O1 1.264, O3 1.435, C4 1.599
3 O 3.0515 2.7326 -1.0086  C2 1.435, H15 0.991
4 C 1.7634 2.6097 -3.2448  C2 1.599, C5 1.604, H16 1.158, H17 1.142
5 C 2.1810 1.9483 -4.6451  C4 1.604, C6 1.615, H18 1.159, H19 1.147
6 C 3.7647 1.6591 -4.7776  C5 1.615, C7 1.540, N14 1.468
7 C 4.8248 2.7237 -4.4381  C6 1.540, N8 1.458, H20 1.135
8 N 6.0846 2.0534 -4.7353  C7 1.458, C9 1.505, C13 1.437
9 C 7.4608 2.6500 -4.6148  N8 1.505, C10 1.614, H21 1.157, H22 1.160
10 C 7.4795 4.0685 -3.8445  C9 1.614, C11 1.602, H23 1.153, H24 1.159
11 C 6.9543 5.3018 -4.7223  C10 1.602, O12 1.471, H25 1.158, H26 1.159
12 O 6.7385 6.4234 -3.7961  C11 1.471, H27 0.986
13 C 5.8472 0.7186 -5.2105  N8 1.437, N14 1.458, H28 1.136
14 N 4.4183 0.4326 -5.2517  C6 1.468, C13 1.458, H29 1.035
15 H 3.4022 3.5385 -1.4664  O3 0.991
16 H 0.6131 2.5003 -3.1622  C4 1.158
17 H 1.9996 3.7260 -3.2054  C4 1.142
18 H 1.9559 2.7436 -5.4582  C5 1.159
19 H 1.5496 1.0335 -4.9277  C5 1.147
20 H 4.6724 3.7832 -4.0611  C7 1.135
21 H 8.2162 1.9049 -4.1534  C9 1.157
22 H 7.8188 2.8285 -5.7032  C9 1.160
23 H 6.9821 3.9785 -2.8085  C10 1.153
24 H 8.5963 4.2824 -3.6198  C10 1.159
25 H 5.9282 5.1182 -5.2262  C11 1.158
26 H 7.6920 5.6051 -5.5635  C11 1.159
27 H 5.9796 6.9135 -4.1900  O12 0.986
28 H 6.5931 -0.0740 -5.5360  C13 1.136
29 H 3.9557 -0.4341 -5.5758  N14 1.035
30 O -0.0504 4.0694 1.5845  P31 1.543
31 P -0.5445 2.7181 2.1426  O30 1.543, N32 1.711, N35 1.731, N38 1.789
32 N -1.5159 3.4648 3.3367  P31 1.711, C33 1.444, C34 1.462
33 C -1.6626 3.1344 4.7348  N32 1.444, H41 1.100, H42 1.096, H43 1.086
34 C -2.7981 3.9398 2.8185  N32 1.462, H44 1.097, H45 1.095, H46 1.094
35 N 1.0367 2.2888 2.6998  P31 1.731, C36 1.460, C37 1.468
36 C 1.6093 2.9082 3.8917  N35 1.460, H47 1.093, H48 1.095, H49 1.090
37 C 2.0470 2.3462 1.6364  N35 1.468, H50 1.096, H51 1.092, H52 1.095
38 N -1.1250 1.1198 2.6994  P31 1.789, C39 1.457, C40 1.473
39 C -0.4696 0.2680 3.6835  N38 1.457, H53 1.095, H54 1.096, H55 1.089
40 C -1.4592 0.2914 1.5286  N38 1.473, H56 1.096, H57 1.096, H58 1.094
41 H -2.2955 2.2484 4.8937  C33 1.100
42 H -2.1295 3.9634 5.2783  C33 1.096
43 H -0.7129 2.9796 5.2387  C33 1.086
44 H -3.5166 3.1160 2.7287  C34 1.097
45 H -2.6778 4.3906 1.8282  C34 1.095
46 H -3.2286 4.7151 3.4585  C34 1.094
47 H 1.4822 3.9933 3.9007  C36 1.093
48 H 2.6780 2.6852 3.9799  C36 1.095
49 H 1.1766 2.4821 4.7969  C36 1.090
50 H 2.3895 3.3714 1.4554  C37 1.096
51 H 1.6453 1.9568 0.6983  C37 1.092
52 H 2.9182 1.7342 1.8908  C37 1.095
53 H 0.4862 -0.1330 3.3317  C39 1.095
54 H -1.1156 -0.5850 3.9213  C39 1.096
55 H -0.3084 0.7765 4.6329  C39 1.089
56 H -0.5532 -0.0285 1.0003  C40 1.096
57 H -2.0765 0.8622 0.8255  C40 1.096
58 H -2.0359 -0.5942 1.8123  C40 1.094
59 O -3.6553 -3.1452 2.1554  P60 1.544
60 P -4.4828 -4.1297 1.3008  O59 1.544, N61 1.711, N64 1.729, N67 1.790
61 N -5.0195 -4.9926 2.6768  P60 1.711, C62 1.444, C63 1.463
62 C -5.0840 -6.4186 2.8947  N61 1.444, H70 1.100, H71 1.096, H72 1.086
63 C -6.1480 -4.3520 3.3514  N61 1.463, H73 1.097, H74 1.095, H75 1.094
64 N -3.0545 -4.7908 0.5858  P60 1.729, C65 1.460, C66 1.470
65 C -2.1792 -5.6816 1.3426  N64 1.460, H76 1.093, H77 1.095, H78 1.090
66 C -2.2114 -3.7693 -0.0511  N64 1.470, H79 1.096, H80 1.094, H81 1.095
67 N -5.4385 -5.2363 0.2690  P60 1.790, C68 1.457, C69 1.473
68 C -4.9439 -6.4513 -0.3652  N67 1.457, H82 1.095, H83 1.096, H84 1.089
69 C -6.1576 -4.4500 -0.7474  N67 1.473, H85 1.096, H86 1.096, H87 1.094
70 H -5.9335 -6.8859 2.3742  C62 1.100
71 H -5.2012 -6.6391 3.9615  C62 1.096
72 H -4.1725 -6.9358 2.6089  C62 1.086
73 H -7.0902 -4.5653 2.8323  C63 1.097
74 H -6.0201 -3.2654 3.3831  C63 1.095
75 H -6.2353 -4.6813 4.3905  C63 1.094
76 H -1.9670 -5.3053 2.3461  C65 1.093
77 H -1.2271 -5.8367 0.8238  C65 1.095
78 H -2.6074 -6.6816 1.4102  C65 1.090
79 H -1.5968 -3.2340 0.6820  C66 1.096
80 H -2.8230 -3.0309 -0.5781  C66 1.094
81 H -1.5443 -4.2210 -0.7923  C66 1.095
82 H -4.2078 -6.2534 -1.1508  C68 1.095
83 H -5.7780 -6.9928 -0.8262  C68 1.096
84 H -4.5131 -7.1492 0.3512  C68 1.089
85 H -5.4691 -4.0592 -1.5056  C69 1.096
86 H -6.6618 -3.5979 -0.2783  C69 1.096
87 H -6.9308 -5.0435 -1.2437  C69 1.094

=====

2.
ORCA calculation (ωB97M-V/def2-TZVPD) on a 4-piece molecular cluster, C21H52BN5O5P overall in a non-equilibrium geometry.

Calculated values
Spin multiplicity   1
Strongest force on any atom   4.11 eV/A
Total charge   -1
Frontier orbital gap   0.2184 Eh
E_HOMO   -0.14658 Eh
Electronic energy   -50269.470 eV
LUMO level   1.954 eV

Last columns: bonded neighbours and bond lengths (Å).
CARTESIAN COORDINATES (ANGSTROEM)
1 C -3.5658 -5.6945 3.2544  O2 1.471, H19 1.171, H20 1.187, H21 1.187
2 O -3.8217 -4.2922 3.6185  C1 1.471, C3 1.473
3 C -2.5569 -3.5800 3.8690  O2 1.473, C4 1.672, H22 1.183, H23 1.187
4 C -2.1238 -3.5584 5.4840  C3 1.672, C5 1.639, H24 1.187, H25 1.180
5 C -0.5668 -4.0668 5.5405  C4 1.639, C6 1.639, H26 1.189, H27 1.194
6 C 0.5496 -2.8806 5.7195  C5 1.639, C7 1.639, H28 1.194, H29 1.194
7 C 0.2270 -1.4894 4.9162  C6 1.639, C8 1.672, H30 1.191, H31 1.170
8 C 1.4985 -0.9923 3.9507  C7 1.672, C9 1.642, H32 1.178, H33 1.193
9 C 1.0147 -1.2219 2.3985  C8 1.642, C10 1.673, H34 1.194, H35 1.182
10 C 1.9057 -0.3390 1.2923  C9 1.673, C11 1.672, H36 1.194, H37 1.171
11 C 0.9143 -0.2424 -0.0511  C10 1.672, C12 1.640, H38 1.193, H39 1.179
12 C 1.6185 0.5111 -1.3259  C11 1.640, C13 1.664, H40 1.191, H41 1.182
13 C 0.3814 1.1154 -2.2605  C12 1.664, B14 1.645, H42 1.193, H43 1.178
14 B -0.7390 -0.0115 -2.6869  C13 1.645, N15 1.545, N16 1.547, P17 1.927
15 N -1.4023 0.4784 -3.9935  B14 1.545, H44 1.061, H45 1.062
16 N -1.9067 -0.1220 -1.6776  B14 1.547, H46 1.058, H47 1.050
17 P -0.0102 -1.7503 -3.0856  B14 1.927, O18 1.582, H48 1.461, H49 1.449
18 O 0.1594 -2.0143 -4.6359  P17 1.582
19 H -2.7680 -5.8525 2.4124  C1 1.171
20 H -3.1570 -6.2303 4.2319  C1 1.187
21 H -4.6043 -6.1400 2.8913  C1 1.187
22 H -2.6227 -2.4475 3.5349  C3 1.183
23 H -1.7126 -4.0612 3.1874  C3 1.187
24 H -2.2959 -2.4625 5.9054  C4 1.187
25 H -2.8335 -4.3318 6.0233  C4 1.180
26 H -0.2541 -4.7795 4.6415  C5 1.189
27 H -0.4780 -4.7541 6.5127  C5 1.194
28 H 1.5624 -3.3061 5.2519  C6 1.194
29 H 0.8115 -2.6912 6.8686  C6 1.194
30 H 0.0406 -0.6459 5.7367  C7 1.191
31 H -0.7039 -1.5231 4.2084  C7 1.170
32 H 2.4670 -1.6080 4.2184  C8 1.178
33 H 1.7590 0.1461 4.1944  C8 1.193
34 H -0.1107 -0.8683 2.2150  C9 1.194
35 H 1.0429 -2.3483 2.0406  C9 1.182
36 H 2.1444 0.7517 1.7141  C10 1.194
37 H 2.8986 -0.9221 1.0804  C10 1.171
38 H 0.5809 -1.3645 -0.2794  C11 1.193
39 H -0.0237 0.4020 0.2562  C11 1.179
40 H 2.2959 1.4321 -0.9921  C12 1.191
41 H 2.3296 -0.1784 -1.9703  C12 1.182
42 H -0.1261 1.9560 -1.5825  C13 1.193
43 H 0.7933 1.6719 -3.2140  C13 1.178
44 H -2.2020 1.0793 -3.6405  N15 1.061
45 H -1.8984 -0.3931 -4.3443  N15 1.062
46 H -1.6206 -0.9469 -1.0798  N16 1.058
47 H -1.8535 0.6973 -1.0231  N16 1.050
48 H -0.9573 -2.7268 -2.5533  P17 1.461
49 H 1.2567 -2.0239 -2.4382  P17 1.449
50 C 1.4585 4.5403 -2.3501  O51 1.224, N52 1.379, H55 1.102
51 O 1.5591 3.9363 -1.2901  C50 1.224
52 N 0.4367 5.4032 -2.6847  C50 1.379, C53 1.448, C54 1.448
53 C 0.3899 6.0811 -3.9633  N52 1.448, H56 1.094, H57 1.094, H58 1.093
54 C -0.6243 5.6404 -1.7283  N52 1.448, H59 1.094, H60 1.094, H61 1.094
55 H 2.2115 4.4320 -3.1479  C50 1.102
56 H 0.3959 7.1612 -3.7913  C53 1.094
57 H -0.5309 5.7966 -4.4809  C53 1.094
58 H 1.2486 5.8117 -4.5842  C53 1.093
59 H -0.1911 6.0474 -0.8098  C54 1.094
60 H -1.1132 4.6897 -1.4959  C54 1.094
61 H -1.3587 6.3431 -2.1320  C54 1.094
62 C -1.2336 9.3262 -6.1374  O63 1.224, N64 1.379, H67 1.102
63 O -0.7908 8.7296 -5.1645  C62 1.224
64 N -1.6518 8.7394 -7.3128  C62 1.379, C65 1.448, C66 1.448
65 C -2.1650 9.5173 -8.4209  N64 1.448, H68 1.094, H69 1.094, H70 1.093
66 C -1.5762 7.2994 -7.4450  N64 1.448, H71 1.094, H72 1.094, H73 1.094
67 H -1.3338 10.4240 -6.1429  C62 1.102
68 H -3.1882 9.1955 -8.6350  C65 1.094
69 H -1.5341 9.3431 -9.2974  C65 1.094
70 H -2.1663 10.5851 -8.1861  C65 1.093
71 H -2.1818 6.8375 -6.6596  C66 1.094
72 H -0.5361 6.9845 -7.3186  C66 1.094
73 H -1.9406 6.9816 -8.4259  C66 1.094
74 C 2.1606 -6.8001 2.6572  O75 1.224, N76 1.379, H79 1.102
75 O 1.5457 -5.7648 2.4370  C74 1.224
76 N 2.8553 -7.0870 3.8129  C74 1.379, C77 1.448, C78 1.448
77 C 3.5593 -8.3388 3.9967  N76 1.448, H80 1.094, H81 1.094, H82 1.093
78 C 2.8830 -6.1063 4.8779  N76 1.448, H83 1.094, H84 1.094, H85 1.094
79 H 2.2043 -7.6128 1.9136  C74 1.102
80 H 3.1457 -8.8523 4.8693  C77 1.094
81 H 4.6196 -8.1271 4.1633  C77 1.094
82 H 3.4555 -8.9823 3.1189  C77 1.093
83 H 1.8577 -5.9016 5.2001  C78 1.094
84 H 3.3241 -5.1801 4.4976  C78 1.094
85 H 3.4692 -6.4725 5.7255  C78 1.094

=====

3.
ORCA calculation (ωB97M-V/def2-TZVPD) on a 6-piece molecular cluster, C21H52BNO11S5 overall in a non-equilibrium geometry.

Calculated values
Spin multiplicity   1
Strongest force on any atom   4.42 eV/A
Total charge   0
Frontier orbital gap   0.3159 Eh
E_HOMO   -0.30538 Eh
Electronic energy   -101477.554 eV
LUMO level   0.287 eV

Last columns: bonded neighbours and bond lengths (Å).
CARTESIAN COORDINATES (ANGSTROEM)
1 C -0.8987 1.8180 -1.0330  C2 1.623, H20 1.138, H21 1.145, H22 1.147
2 C -2.2003 2.4669 -1.7542  C1 1.623, C3 1.611, H23 1.149, H24 1.154
3 C -2.9772 1.3813 -2.6560  C2 1.611, C4 1.615, H25 1.153, H26 1.150
4 C -3.5925 0.2203 -1.7166  C3 1.615, O5 1.455, H27 1.145, H28 1.138
5 O -2.9081 -1.0345 -1.9886  C4 1.455, C6 1.424
6 C -2.1384 -1.4892 -0.8802  O5 1.424, O7 1.474, C16 1.627, H29 1.139
7 O -2.8277 -2.6939 -0.3848  C6 1.474, C8 1.433
8 C -2.0061 -3.3898 0.5601  O7 1.433, O9 1.241, C10 1.622
9 O -2.3403 -4.0681 1.5441  C8 1.241
10 C -0.5191 -3.0149 0.0324  C8 1.622, B11 1.626, C16 1.595, H30 1.161
11 B 0.5936 -4.2007 0.0012  C10 1.626, O12 1.465, N13 1.481
12 O 1.2425 -4.5033 1.2797  B11 1.465, H31 0.991
13 N 0.8697 -4.9337 -1.2555  B11 1.481, C14 1.495, C15 1.494
14 C -0.3096 -5.7122 -1.7427  N13 1.495, H32 1.144, H33 1.153, H34 1.156
15 C 2.1269 -5.7392 -1.2018  N13 1.494, H35 1.137, H36 1.154, H37 1.151
16 C -0.5922 -1.9270 -1.1320  C6 1.627, C10 1.595, C17 1.598, H38 1.148
17 C -0.4066 -2.3599 -2.6587  C16 1.598, O18 1.472, H39 1.144, H40 1.150
18 O 1.0135 -2.4989 -3.0214  C17 1.472, O19 1.374
19 O 1.3785 -1.4206 -3.7909  O18 1.374, H41 0.987
20 H -1.2727 1.1587 -0.1843  C1 1.138
21 H -0.3065 2.6680 -0.5452  C1 1.145
22 H -0.2414 1.2611 -1.7902  C1 1.147
23 H -1.8634 3.3517 -2.4054  C2 1.149
24 H -2.8971 2.8609 -0.9235  C2 1.154
25 H -3.8353 1.9061 -3.2202  C3 1.153
26 H -2.3111 0.9271 -3.4763  C3 1.150
27 H -3.5141 0.5595 -0.6256  C4 1.145
28 H -4.6984 0.1345 -1.9728  C4 1.138
29 H -2.0691 -0.8587 0.0660  C6 1.139
30 H -0.1497 -2.3730 0.9262  C10 1.161
31 H 0.4641 -4.6211 1.8823  O12 0.991
32 H -0.3402 -6.7889 -1.3574  C14 1.144
33 H -1.3047 -5.1603 -1.5546  C14 1.153
34 H -0.2169 -5.7513 -2.8947  C14 1.156
35 H 2.3217 -6.2700 -0.2149  C15 1.137
36 H 2.0281 -6.5689 -1.9976  C15 1.154
37 H 3.0061 -5.0843 -1.5535  C15 1.151
38 H 0.0804 -0.9991 -1.0665  C16 1.148
39 H -0.9757 -3.3080 -2.9526  C17 1.144
40 H -0.7956 -1.5110 -3.3295  C17 1.150
41 H 2.0664 -0.8973 -3.3154  O19 0.987
42 C -0.6419 2.8400 2.6924  S43 1.803, H46 1.091, H47 1.091, H48 1.091
43 S -1.9874 4.0263 2.8786  C42 1.803, O44 1.496, C45 1.803
44 O -2.4422 4.4064 1.5053  S43 1.496
45 C -0.9678 5.3755 3.5049  S43 1.803, H49 1.090, H50 1.092, H51 1.091
46 H -1.0497 1.9192 2.2719  C42 1.091
47 H 0.1179 3.2399 2.0189  C42 1.091
48 H -0.2031 2.6272 3.6689  C42 1.091
49 H -0.1885 5.6199 2.7828  C45 1.090
50 H -0.5195 5.0831 4.4564  C45 1.092
51 H -1.6052 6.2479 3.6586  C45 1.091
52 C -4.8719 9.3314 1.9326  S53 1.805, H56 1.091, H57 1.092, H58 1.091
53 S -4.2457 7.6428 1.8093  C52 1.805, O54 1.494, C55 1.804
54 O -2.7642 7.7012 1.9908  S53 1.494
55 C -4.5673 7.4471 0.0450  S53 1.804, H59 1.092, H60 1.092, H61 1.091
56 H -4.7338 9.6764 2.9581  C52 1.091
57 H -4.3210 9.9850 1.2538  C52 1.092
58 H -5.9354 9.3459 1.6873  C52 1.091
59 H -4.0344 8.2157 -0.5183  C55 1.092
60 H -5.6404 7.5210 -0.1408  C55 1.092
61 H -4.2142 6.4617 -0.2631  C55 1.091
62 C 0.8799 -9.6605 -4.3529  S63 1.805, H66 1.091, H67 1.092, H68 1.091
63 S 1.1171 -10.2728 -2.6720  C62 1.805, O64 1.494, C65 1.805
64 O 0.9072 -9.1223 -1.7429  S63 1.494
65 C 2.8972 -10.5358 -2.8139  S63 1.805, H69 1.092, H70 1.091, H71 1.091
66 H -0.1705 -9.3945 -4.4778  C62 1.091
67 H 1.4991 -8.7772 -4.5198  C62 1.092
68 H 1.1413 -10.4430 -5.0675  C62 1.091
69 H 3.3926 -9.5986 -3.0750  C65 1.092
70 H 3.0949 -11.2907 -3.5769  C65 1.091
71 H 3.2729 -10.8878 -1.8521  C65 1.091
72 C 3.4390 -1.2346 0.9899  S73 1.804, H76 1.091, H77 1.092, H78 1.091
73 S 2.0944 -0.0468 1.1811  C72 1.804, O74 1.495, C75 1.805
74 O 1.6351 0.3357 -0.1889  S73 1.495
75 C 3.1190 1.3003 1.8071  S73 1.805, H79 1.092, H80 1.092, H81 1.092
76 H 3.0299 -2.1543 0.5692  C72 1.091
77 H 4.1979 -0.8340 0.3152  C72 1.092
78 H 3.8789 -1.4489 1.9653  C72 1.091
79 H 3.8973 1.5439 1.0808  C75 1.092
80 H 3.5695 1.0049 2.7565  C75 1.092
81 H 2.4843 2.1750 1.9653  C75 1.092
82 C 3.4805 6.3411 4.3720  S83 1.804, H86 1.091, H87 1.092, H88 1.091
83 S 3.2688 5.5526 2.7632  C82 1.804, O84 1.495, C85 1.805
84 O 2.0105 4.7466 2.8220  S83 1.495
85 C 4.6543 4.4076 2.9282  S83 1.805, H89 1.092, H90 1.091, H91 1.091
86 H 2.6872 7.0784 4.5015  C82 1.091
87 H 3.4139 5.5948 5.1658  C82 1.092
88 H 4.4489 6.8430 4.4085  C82 1.091
89 H 4.5158 3.7798 3.8108  C85 1.092
90 H 5.5854 4.9709 3.0101  C85 1.091
91 H 4.6909 3.7779 2.0382  C85 1.091